Version A
This record from the Open Molecules 2025 dataset describes one molecule with the formula C21H23N3O3S. The level of theory is ωB97M-V/def2-TZVPD.

HOMO = -0.308 hartree
SMILES = COc1ccc(CCNC(=O)C[C@@H]2S/C(=N\Cc3ccccc3)NC2=O)cc1

Each line ends with the Löwdin charge.
Geometry (Å):
C -1.0857 -2.8197 1.5561  -0.093
O -0.6028 -2.6685 0.2435  -0.113
C 0.6957 -2.2965 0.0658  -0.313
C 1.6238 -2.1325 1.0855  -0.036
C 2.9173 -1.7426 0.7805  -0.048
C 3.3163 -1.5142 -0.5263  -0.253
C 4.6964 -1.0028 -0.8323  -0.131
C 4.6519 0.5251 -1.0055  -0.163
N 4.0244 1.1560 0.1329  0.064
C 2.7422 1.5722 0.0951  -0.488
O 2.0951 1.6618 -0.9261  0.081
C 2.1855 1.9853 1.4544  -0.103
C 0.7035 2.3261 1.3309  -0.446
S -0.3252 0.8897 0.9135  1.060
C -0.9601 1.6695 -0.5741  -0.588
N -1.7454 1.2047 -1.4244  0.072
C -2.3080 -0.1136 -1.3143  -0.194
C -3.6903 -0.0154 -0.7202  -0.211
C -4.7959 0.2011 -1.5313  -0.041
C -6.0580 0.3257 -0.9778  -0.087
C -6.2271 0.2392 0.3936  -0.098
C -5.1277 0.0307 1.2090  -0.085
C -3.8660 -0.0942 0.6550  -0.049
N -0.4568 2.9431 -0.6525  0.125
C 0.4901 3.3569 0.2292  -0.513
O 1.0520 4.4217 0.1945  0.102
C 2.3800 -1.6834 -1.5408  -0.024
C 1.0908 -2.0715 -1.2539  0.006
H -2.1449 -3.0521 1.4545  0.096
H -0.9691 -1.8950 2.1304  0.074
H -0.5828 -3.6412 2.0772  0.096
H 1.3533 -2.2964 2.1167  0.105
H 3.6285 -1.6217 1.5874  0.113
H 5.0772 -1.4466 -1.7530  0.116
H 5.3797 -1.2562 -0.0182  0.111
H 5.6608 0.9275 -1.1341  0.119
H 4.0434 0.7856 -1.8735  0.122
H 4.4721 1.0327 1.0276  0.145
H 2.7200 2.8770 1.7924  0.133
H 2.3312 1.1824 2.1794  0.117
H 0.3378 2.7335 2.2783  0.121
H -1.6793 -0.7628 -0.6917  0.076
H -2.3623 -0.5170 -2.3286  0.119
H -4.6644 0.2728 -2.6010  0.112
H -6.9125 0.4906 -1.6181  0.100
H -7.2124 0.3351 0.8259  0.099
H -5.2536 -0.0352 2.2802  0.101
H -3.0072 -0.2530 1.2909  0.078
H -0.6573 3.4871 -1.4801  0.172
H 2.6658 -1.5016 -2.5661  0.122
H 0.3599 -2.1988 -2.0365  0.120

---

Version B
This record from the Open Molecules 2025 dataset describes one molecule with the formula C21H23N3O3S. The level of theory is ωB97M-V/def2-TZVPD.

HOMO = -0.292 hartree
SMILES = CCOc1ccc(CNC(=O)c2ccc3nc(N4CCOCC4)sc3c2)cc1

Each line ends with the Löwdin charge.
Geometry (Å):
C -6.2726 -3.6235 -0.8156  -0.065
C -6.9054 -2.7876 0.2937  -0.250
O -5.9483 -2.0939 1.0672  -0.053
C -5.3650 -0.9656 0.5779  -0.270
C -4.3790 -0.4020 1.3926  0.005
C -3.7325 0.7527 1.0144  -0.025
C -4.0436 1.3811 -0.1885  -0.222
C -3.3044 2.6284 -0.5947  -0.129
N -1.8761 2.3977 -0.6374  0.072
C -1.0157 2.9900 0.2248  -0.466
O -1.3618 3.8520 1.0103  0.063
C 0.3988 2.5315 0.1111  -0.141
C 1.4084 3.4634 0.3681  -0.014
C 2.7413 3.1234 0.2960  -0.001
C 3.0873 1.8143 -0.0233  -0.310
N 4.3541 1.3233 -0.1227  0.109
C 4.3713 0.0717 -0.4178  -0.566
N 5.4862 -0.6361 -0.6544  -0.119
C 5.5071 -2.0806 -0.6824  -0.147
C 5.9970 -2.6051 0.6749  -0.183
O 7.2602 -2.0695 0.9935  -0.129
C 7.2255 -0.6600 1.0463  -0.179
C 6.7722 -0.0689 -0.2938  -0.116
S 2.7607 -0.6893 -0.6035  1.078
C 2.0602 0.8721 -0.2554  -0.462
C 0.7263 1.2142 -0.1947  -0.045
C -5.0179 0.8183 -0.9950  -0.039
C -5.6803 -0.3405 -0.6229  -0.023
H -7.0444 -4.1770 -1.3434  0.076
H -5.7424 -2.9921 -1.5244  0.066
H -5.5634 -4.3268 -0.3865  0.079
H -7.6504 -2.0941 -0.1157  0.115
H -7.4070 -3.4445 1.0101  0.123
H -4.1463 -0.8926 2.3245  0.118
H -2.9768 1.1827 1.6555  0.120
H -3.4560 3.4235 0.1424  0.128
H -3.6516 2.9778 -1.5729  0.123
H -1.5431 1.6833 -1.2640  0.135
H 1.1122 4.4685 0.6266  0.118
H 3.5202 3.8443 0.4848  0.113
H 4.5143 -2.4689 -0.9096  0.084
H 6.2059 -2.3935 -1.4652  0.134
H 6.1202 -3.6886 0.6510  0.129
H 5.2648 -2.3375 1.4528  0.131
H 8.2390 -0.3395 1.2897  0.128
H 6.5367 -0.3285 1.8381  0.132
H 6.6696 1.0129 -0.2270  0.118
H 7.4904 -0.3336 -1.0757  0.132
H -0.0315 0.4596 -0.3470  0.113
H -5.2758 1.2901 -1.9330  0.110
H -6.4385 -0.7367 -1.2801  0.103

---

Most stable of them? version A.